No. 1
112
Properties=species:S:1:pos:R:3:lowdin_charge:R:1 method="wB97M-V/def2-TZVPD" spin_multiplicity=1 total_charge=-1 homo_lumo_gap_ev="4.855 / 2.995" homo_energy_ev="-3.75 / -2.20" e_lumo_ev="1.105 / 0.800"
La 0.10 0.06 -0.02 1.61
Ge 0.10 -3.05 -0.02 0.87
S 0.10 0.06 -4.06 0.89
P -2.75 0.19 -0.02 0.98
O 0.49 0.06 2.32 -0.33
O 2.02 0.06 3.98 -0.01
N -0.03 2.54 -0.02 -0.15
N 2.53 0.06 0.37 -0.08
C 0.10 0.06 -2.61 -0.75
C 3.23 0.06 -1.87 -0.04
C 5.90 0.06 -1.12 -0.05
C -4.13 -4.53 1.53 -0.11
C 2.82 -3.27 0.93 -0.13
C -2.09 -3.27 1.86 -0.17
C 1.20 -4.50 2.25 -0.10
C -2.43 -4.50 -0.20 -0.11
C 2.82 0.06 1.71 -0.25
C 2.42 4.66 -1.78 -0.02
C -3.33 -3.70 2.33 -0.10
C 1.79 3.88 0.83 -0.19
C 2.87 4.75 0.58 -0.01
C -1.63 -3.66 0.60 -0.34
C 5.18 0.06 1.23 -0.05
C 2.23 -4.93 3.10 -0.10
C -4.28 0.00 -1.02 -0.57
C 5.57 0.06 -2.47 -0.12
C 3.20 5.13 -0.72 -0.29
C 0.42 -3.66 -1.82 -0.35
C 0.87 -4.53 -4.45 -0.11
C -1.34 2.97 0.19 -0.27
C -0.22 -3.70 -4.16 -0.12
C 1.49 -3.66 1.17 -0.34
C -1.57 4.36 0.39 -0.02
C 4.23 0.06 -2.85 -0.10
C 4.14 0.06 2.16 -0.01
C -3.67 -4.93 0.27 -0.10
C -1.92 -0.27 2.60 -0.15
C 1.49 3.50 2.26 -0.03
C 1.68 0.06 2.75 -0.60
C 1.51 -4.50 -2.11 -0.10
C -3.12 -0.47 1.66 -0.57
C -3.94 4.13 0.76 -0.32
C 0.98 3.41 -0.24 -0.30
C -2.82 4.93 0.67 -0.06
C -4.13 0.69 -2.38 -0.12
C -4.39 0.01 2.34 -0.11
C 4.35 6.07 -0.97 -0.07
C -3.80 2.76 0.54 -0.09
C -5.29 4.73 1.04 -0.07
C 1.73 -4.93 -3.42 -0.09
C 3.53 0.06 -0.52 -0.27
C -4.60 -1.48 -1.24 -0.11
C 1.33 3.80 -1.56 -0.19
C 3.84 -3.70 1.78 -0.08
C -0.44 -3.27 -2.85 -0.18
C -2.54 2.13 0.26 -0.21
C 4.89 0.06 -0.14 -0.19
C 0.55 3.30 -2.74 -0.06
C 3.55 -4.53 2.87 -0.10
H 4.35 0.06 3.22 0.11
H -5.98 3.98 1.44 0.07
H -1.75 0.78 2.82 0.10
H 2.66 4.95 -2.80 0.10
H -2.88 6.01 0.80 0.11
H 2.57 -5.57 -3.65 0.09
H 4.73 5.96 -1.99 0.07
H 1.34 2.42 2.35 0.03
H 4.34 -4.87 3.52 0.09
H -0.74 5.06 0.34 0.11
H -2.09 -4.82 -1.17 0.09
H -0.48 3.67 -2.71 0.09
H 0.55 2.20 -2.76 -0.03
H 0.60 4.02 2.61 0.09
H -3.69 -3.39 3.30 0.10
H -5.71 5.14 0.12 0.07
H -2.10 -0.78 3.55 0.10
H -4.33 1.06 2.65 0.07
H -5.21 5.53 1.78 0.07
H -5.15 0.44 -0.51 0.09
H -1.48 -2.62 2.49 0.09
H -3.78 -2.00 -1.76 0.07
H -5.04 0.55 -2.98 0.08
H 4.86 -3.39 1.60 0.10
H -5.09 -4.87 1.89 0.09
H -5.50 -1.60 -1.86 0.08
H -3.23 -1.55 1.52 0.05
H 1.04 -4.87 -5.46 0.09
H 1.41 1.38 1.30 0.12
H -5.27 -0.10 1.70 0.06
H 6.35 0.06 -3.22 0.09
H 6.94 0.06 -0.82 0.10
H 6.21 0.06 1.58 0.10
H -3.29 0.27 -2.95 0.06
H 3.96 0.06 -3.90 0.09
H -4.29 -5.57 -0.35 0.09
H 0.19 -4.82 2.45 0.08
H 2.19 -4.82 -1.33 0.09
H 0.99 3.63 -3.68 0.08
H -4.79 -2.00 -0.30 0.07
H -0.89 -3.39 -4.95 0.09
H -4.70 2.16 0.60 0.08
H -3.97 1.76 -2.28 0.07
H -1.00 -0.69 2.17 -0.01
H 2.18 0.06 -2.17 0.01
H 2.00 -5.57 3.94 0.09
H 3.05 -2.62 0.09 0.09
H 4.03 7.10 -0.82 0.08
H 2.32 3.76 2.92 0.09
H 3.46 5.12 1.41 0.11
H -4.58 -0.58 3.24 0.08
H 5.18 5.85 -0.29 0.07
H -1.29 -2.62 -2.64 0.07

No. 2
122
Properties=species:S:1:pos:R:3:lowdin_charge:R:1 method="wB97M-V/def2-TZVPD" spin_multiplicity=1 total_charge=-2 homo_lumo_gap_ev="2.326 / 2.895" homo_energy_ev="0.89 / 0.31" de_lowest_kcal_mol=0.00 e_lumo_ev="3.213 / 3.209"
Rb 15.52 13.57 11.49 0.89
S 22.93 11.63 14.03 0.48
P 18.90 17.44 12.00 1.15
Si 10.95 13.05 12.26 0.39
F 21.44 9.31 13.30 0.03
F 19.03 8.87 17.36 0.04
F 19.89 7.79 14.88 0.11
F 22.69 11.86 17.14 0.01
F 20.71 10.83 18.53 0.07
O 16.79 9.91 9.73 -0.44
O 13.45 15.23 10.87 -0.27
O 16.81 15.62 12.30 -0.29
O 12.42 12.97 11.70 -0.38
O 15.62 10.09 10.11 -0.45
N 13.36 12.66 6.81 -0.07
N 14.05 13.91 8.71 0.00
N 12.94 11.95 9.01 0.10
C 14.25 13.47 6.03 -0.17
C 19.78 15.83 8.39 -0.07
C 11.02 11.76 14.81 -0.11
C 21.92 10.91 16.52 -0.24
C 7.88 12.29 9.52 -0.09
C 12.63 10.33 7.31 -0.16
C 8.24 14.65 9.47 -0.11
C 12.07 10.89 8.57 -0.19
C 23.20 16.87 13.50 -0.07
C 19.75 16.09 9.76 -0.05
C 10.73 16.90 14.98 -0.12
C 20.80 16.40 13.74 -0.25
C 9.63 13.25 10.91 -0.19
C 14.08 14.95 6.46 -0.17
C 17.21 19.07 9.85 -0.03
C 9.74 16.63 14.06 -0.12
C 20.44 8.87 15.41 -0.18
C 9.66 15.42 13.38 -0.12
C 17.31 19.04 13.29 -0.24
C 20.93 10.40 17.26 -0.17
C 18.45 19.09 12.54 -0.29
C 21.36 9.58 14.61 -0.28
C 13.45 12.87 8.18 -0.34
C 11.80 15.99 15.13 -0.10
C 9.27 14.51 10.40 -0.09
C 10.44 11.64 13.38 -0.58
C 22.12 16.26 14.15 -0.03
C 8.89 11.54 13.54 -0.09
C 10.76 14.60 13.36 -0.19
C 19.14 20.27 12.24 -0.06
C 12.83 11.45 6.23 -0.15
C 20.58 17.20 12.63 -0.27
C 11.88 14.97 14.20 -0.08
C 22.14 10.65 15.09 -0.74
C 19.77 15.59 14.46 -0.04
C 17.33 16.69 12.71 -0.50
C 14.48 15.04 7.92 -0.25
C 18.17 17.58 8.03 -0.04
C 16.77 20.20 13.91 -0.03
C 21.66 17.72 11.92 -0.10
C 7.56 13.55 9.04 -0.13
C 20.13 9.34 16.68 -0.13
C 17.38 21.37 13.58 -0.09
C 11.07 10.34 12.78 -0.09
C 8.93 12.14 10.43 -0.11
C 18.16 17.96 9.41 -0.20
C 18.59 21.41 12.81 -0.07
C 16.62 17.71 13.60 -0.11
C 22.97 17.66 12.39 -0.08
C 18.91 17.11 10.27 -0.26
C 18.91 16.52 7.55 -0.08
H 10.74 10.85 15.31 0.06
H 14.67 15.63 5.83 0.10
H 15.83 20.14 14.46 0.12
H 12.08 10.13 9.37 0.13
H 8.77 15.22 12.81 0.09
H 11.93 11.69 5.67 0.11
H 20.47 15.66 10.49 0.13
H 17.63 20.09 9.90 0.09
H 16.75 18.83 10.80 0.07
H 8.92 17.32 13.91 0.09
H 13.62 9.84 7.52 0.13
H 8.56 11.31 14.56 0.07
H 9.18 11.13 10.79 0.09
H 20.50 15.11 8.01 0.11
H 16.44 19.07 9.08 0.08
H 12.13 11.75 14.83 0.09
H 11.07 11.28 8.35 0.12
H 22.36 15.70 15.04 0.11
H 6.80 13.70 8.31 0.08
H 12.10 9.52 6.77 0.11
H 8.48 10.78 12.85 0.07
H 19.18 14.93 13.78 0.10
H 8.39 12.48 13.27 0.07
H 17.49 18.05 7.36 0.10
H 13.05 15.33 6.32 0.11
H 12.85 14.61 11.39 -0.03
H 16.98 22.33 13.92 0.10
H 16.75 17.38 14.69 0.13
H 7.36 11.45 9.08 0.09
H 10.81 17.84 15.56 0.09
H 18.94 16.22 6.51 0.10
H 15.57 15.13 8.00 0.11
H 12.19 10.27 12.84 0.10
H 13.53 11.08 5.49 0.10
H 12.75 14.31 14.12 0.10
H 23.84 18.14 11.94 0.10
H 12.74 12.23 9.99 0.10
H 10.80 10.20 11.70 0.06
H 19.04 16.19 15.05 0.08
H 7.92 15.64 9.12 0.10
H 15.29 13.11 6.18 0.14
H 13.41 14.76 10.01 -0.06
H 13.99 13.44 4.94 0.12
H 19.06 22.38 12.72 0.09
H 21.42 18.23 11.00 0.10
H 24.21 16.66 13.87 0.11
H 12.60 16.06 15.92 0.11
H 10.62 12.63 15.35 0.07
H 19.93 20.26 11.52 0.10
H 20.30 14.86 15.12 0.09
H 14.08 15.91 8.41 0.10
H 9.84 15.40 10.72 0.11
H 10.62 9.51 13.31 0.06
H 15.50 17.72 13.42 0.15

Number 1: E_tot -5083.1150 Ha. Number 2: E_tot -4068.5926 Ha.